No. 1
The following is a DFT calculation (ωB97M-V with the def2-TZVPD basis set) of a structure of composition C23H44MoN3O2P2 in a non-equilibrium geometry.

Structure (XYZ):
```
75
Properties=species:S:1:pos:R:3:forces:R:3:mulliken_spin:R:1
H -3.332171 -1.970665 -1.445684 0.00 -0.17 -0.09 0.000
H 1.903570 -2.224532 -2.139318 -0.19 0.05 -0.18 0.005
P -0.145996 2.592290 0.179757 0.50 3.67 0.46 -0.076
C -1.231496 3.732643 -0.767627 -0.36 -0.45 -0.73 0.015
C 3.434552 -1.065414 2.367008 -0.29 0.50 -0.94 0.001
C 0.638398 -2.837624 4.231999 -0.89 -1.30 1.45 0.000
H -0.449963 5.533855 -1.710501 -0.09 -0.08 0.28 0.000
H 3.392288 -2.314584 4.102621 0.00 -0.10 -0.09 0.000
H -1.789775 -4.247176 0.063144 0.21 0.38 0.06 -0.001
C -0.035455 3.378542 1.904719 0.09 -0.30 0.91 -0.007
H 3.187230 -0.415840 -2.515552 -0.54 0.03 0.11 0.025
C 1.405981 -1.918000 3.352803 -0.05 0.61 -1.42 -0.010
P -0.335029 -1.622938 -1.747692 -0.23 -0.96 -0.09 -0.074
O -2.788561 -0.112811 0.840907 5.61 0.78 -2.45 0.127
H -0.746725 -3.574576 1.325600 -0.10 -0.10 -0.22 -0.001
C 1.563030 3.017908 -0.506608 0.13 -0.49 0.38 0.044
H -1.067293 3.361466 -1.795490 -0.19 0.17 0.16 0.005
H 0.733974 -3.654945 6.101564 -0.17 -0.31 -0.03 0.000
C -1.710390 -2.001249 -2.933252 -0.47 0.67 -0.38 0.006
Mo 0.224677 0.282321 -0.264587 1.90 -1.34 -0.28 1.535
H -1.057573 0.595203 -2.024357 -0.58 0.64 -1.64 -0.006
C 2.111975 -0.115392 -2.543224 1.37 -0.13 -1.31 -0.001
H -3.006362 2.503405 -0.347663 -0.05 0.19 -0.01 0.000
C 2.650316 -0.469975 1.372858 0.71 -0.46 0.47 0.028
H -1.250192 0.711441 -2.806541 0.54 0.21 1.57 0.010
H 0.818350 -2.796039 -0.114347 -0.05 -0.18 -0.22 -0.002
H 1.087428 -1.738209 -3.639280 0.43 0.28 0.49 -0.005
H 0.760231 4.142034 1.801080 -0.21 -0.42 -0.32 -0.005
H 3.074357 0.086706 0.554122 0.24 -0.01 0.02 0.004
C 1.912819 2.235985 -1.763475 0.78 0.47 -0.38 -0.029
C -1.193079 -3.366245 0.344415 -0.28 -0.05 0.43 -0.003
H -0.625419 -3.728051 -3.775318 -0.19 0.24 -0.17 0.000
N 1.269607 -3.161922 5.406865 -0.60 0.45 -0.73 0.000
H 0.565589 -5.117272 -0.824224 -0.13 0.21 -0.24 0.000
C -0.084838 -3.080959 -0.682930 0.17 -0.12 0.60 -0.006
C -1.240317 -2.883232 -4.101960 0.28 -0.35 -0.06 -0.002
H 2.066995 0.340247 -3.566782 -0.36 0.32 1.07 0.017
H -0.641010 -4.695091 -2.066361 0.35 0.11 0.34 0.000
C 0.690479 -1.244482 2.356760 0.37 -0.27 0.25 0.091
H 1.200576 2.537574 -2.577517 0.52 -0.78 0.34 0.017
H -1.989877 -1.010522 -3.336407 -0.01 -0.44 0.02 -0.001
C -2.719478 3.559588 -0.432473 -0.19 0.02 0.01 -0.001
N 1.899292 0.792928 -1.416529 -2.74 0.23 -1.08 0.537
H 1.059322 -4.144555 -2.219924 -0.17 -0.24 0.04 0.000
C -2.953245 -2.603890 -2.255815 0.01 -0.06 0.28 0.000
H -1.577816 5.875274 -0.398978 0.13 -0.33 -0.03 0.000
O -0.438790 -3.312932 3.867759 1.44 0.93 0.17 0.000
H -2.160818 3.437468 2.460818 0.13 0.06 0.06 0.000
H -2.756798 -3.611558 -1.862842 -0.07 0.36 -0.14 0.000
C 0.428007 2.360214 2.949192 0.27 -0.38 0.15 0.027
H -0.669369 -2.322166 -4.838064 -0.04 0.03 -0.10 0.000
H 2.937945 2.515070 -2.130136 -0.81 -0.15 0.30 0.015
H 0.083712 5.401717 -0.040982 -0.28 -0.07 -0.07 0.000
H 0.518527 2.820532 3.942973 -0.06 0.00 -0.37 0.001
H 4.522171 -0.960681 2.312987 -0.45 -0.05 0.12 0.000
N 1.301626 -0.574784 1.349527 -0.49 0.34 0.32 -0.174
H -2.991684 4.079311 0.496275 0.09 -0.27 -0.38 0.000
C -1.283248 4.091626 2.443943 -0.44 0.13 -0.26 -0.002
H -1.113974 4.420896 3.480742 0.20 -0.24 -0.34 0.001
H -1.535486 4.996793 1.885914 0.04 -0.20 -0.01 0.000
H 1.406856 1.941975 2.708669 0.12 -0.03 -0.02 -0.002
C 2.800460 -1.818101 3.343166 -0.15 0.14 0.17 0.004
H -1.888663 -2.535245 0.509548 0.08 -0.22 -0.13 -0.005
H -3.311606 3.999571 -1.243169 0.09 -0.08 0.18 0.000
C -1.689491 0.016290 0.410202 -6.13 -0.89 3.12 -0.108
H 2.014249 -2.600829 5.786471 0.00 0.06 -0.10 0.000
H 1.651575 4.114606 -0.633495 -0.10 -0.62 0.15 0.004
H 2.255841 2.662424 0.262865 0.12 0.48 0.16 -0.001
H -3.752934 -2.698455 -3.005805 0.33 0.11 0.19 0.000
C 1.295337 -1.430072 -2.592138 0.13 -0.45 -0.11 0.024
H -0.389635 -1.233842 2.333913 -0.01 -0.34 0.19 -0.020
H -2.116484 -3.322201 -4.606496 0.25 0.34 0.20 0.000
C 0.238448 -4.327602 -1.517605 0.23 -0.28 0.04 -0.002
C -0.764478 5.207241 -0.710273 0.31 0.27 -0.16 0.001
H -0.270269 1.519516 3.050234 -0.05 0.20 -0.02 0.000
```
Forces are in eV/Å.

Its spin multiplicity is 3. As for the total charge: +3. The value obtained for the HOMO energy (alpha / beta) is -17.7620 / -17.7659 eV. The frontier orbital gap (alpha / beta) is 6.18 / 6.23 eV. The value obtained for the relative energy (zero: lowest compared OMol25 entry of this formula, charge and spin) is 71.2 kJ/mol.


No. 2
The following is a DFT calculation (ωB97M-V with the def2-TZVPD basis set) of a structure of composition C23H44NP3PdSe in a non-equilibrium geometry.

Structure (XYZ):
```
73
Properties=species:S:1:pos:R:3:forces:R:3:mulliken_spin:R:1
H -3.042177 -1.143523 -1.159931 0.04 0.25 -0.12 0.010
C -2.946463 -5.930305 -2.649742 -0.56 -0.16 -1.36 0.006
C 2.581738 -2.541213 -0.422781 -0.27 0.00 -0.21 0.094
C 1.023449 -2.546474 2.111650 -0.37 0.10 -0.26 0.021
H -3.779300 -6.517509 -2.258430 0.22 0.11 -0.27 0.001
H -2.071966 -4.727727 0.568139 -0.15 0.48 0.13 0.011
Se -3.312263 -4.561438 -0.221028 1.15 -0.75 -0.73 0.428
H -1.709791 -1.499214 2.516055 -0.18 0.32 -0.04 -0.001
H 2.621562 0.226407 2.286259 0.16 -0.27 -0.12 -0.001
H -1.572931 2.779486 -1.030670 -0.07 -0.08 -0.30 0.001
C 2.170152 3.358013 0.448698 0.40 -0.59 -1.17 0.136
H -1.585307 0.217719 -4.207727 0.03 -0.01 0.07 0.020
C 2.926681 3.175801 1.640716 0.50 0.15 1.08 0.136
C 2.185091 -2.664314 -4.566384 0.27 -0.76 -0.94 -0.003
C -1.202331 -4.273867 -2.272811 0.77 0.38 -0.83 0.009
H 3.834102 2.549225 1.619142 -0.52 0.40 0.04 0.003
H 0.713115 0.178184 3.423220 -0.08 0.21 -0.01 0.001
C -1.781369 2.218040 1.501576 -0.07 -0.07 -0.21 0.026
H -2.259614 2.430180 2.470927 0.15 -0.22 -0.27 0.004
H 3.366856 2.160867 -0.777379 -0.27 0.37 0.15 -0.016
H 3.441797 -3.053349 0.021742 -0.04 0.02 0.03 0.019
H 2.469639 -4.810345 -4.638683 -0.13 0.75 -0.26 0.000
H -0.983754 -1.276590 -3.408631 -0.02 0.23 -0.06 0.010
H -0.558183 2.679746 -2.485599 -0.21 -0.10 -0.03 0.002
C 1.047013 4.225688 0.476771 -0.73 0.84 0.60 0.153
C -0.914910 -0.182066 -3.437573 0.22 -0.18 0.06 0.068
P -1.338647 0.485736 -1.810058 -1.93 -0.09 -1.66 0.284
H 1.873346 -3.275616 -0.824788 0.21 0.08 0.08 0.006
C 0.158896 1.039123 3.037070 0.12 -0.15 -0.08 0.026
C 0.678858 4.852975 1.660888 -0.08 -0.13 -1.12 0.030
H 2.467601 -2.541465 -3.519221 -0.26 0.02 -0.20 0.011
H 1.981378 2.808368 -1.555694 -0.04 0.33 -0.04 -0.016
H 1.129319 5.131596 3.768284 -0.01 -0.02 -0.30 -0.006
H 3.147143 3.675672 3.715284 -0.30 0.13 -0.32 0.004
C -1.488224 -5.254328 -4.464173 -0.40 -0.40 -0.26 0.183
H 0.863113 1.818881 2.721916 -0.10 -0.24 0.14 -0.006
P 1.737271 -1.509495 0.803594 1.47 -1.65 0.83 0.305
H 2.008773 -1.786896 -5.200176 0.09 -0.18 0.50 0.001
H 2.918405 -1.899584 -1.248030 0.03 -0.19 0.22 -0.011
H -3.704609 0.152412 -2.199957 0.11 0.02 0.05 0.018
H -0.461165 1.444478 3.852508 0.08 -0.20 -0.33 0.005
H -1.066702 3.026436 1.298000 -0.27 -0.31 -0.02 -0.007
H 3.682124 -0.081147 0.886553 -0.03 -0.17 0.21 0.004
H 0.498669 4.440136 -0.438296 0.10 -0.07 0.11 0.004
H -2.954036 -0.680697 1.526878 0.22 0.03 0.30 -0.001
N 2.513461 2.716645 -0.705298 0.10 0.25 1.39 0.333
H -2.332726 2.546139 -2.634278 0.10 -0.24 0.08 0.024
C -0.821868 -4.366331 -3.612364 0.06 0.30 0.97 0.014
H -1.212119 -5.334145 -5.521353 -0.02 0.07 0.44 0.001
H 0.122954 0.093470 -3.667940 -0.28 -0.05 -0.07 0.006
H -0.638416 -3.657760 -1.580876 -0.10 0.17 -0.06 0.065
H -0.167933 5.531064 1.690971 0.06 -0.06 -0.16 0.005
Pd 0.200622 -0.333577 -0.377276 0.33 1.64 1.25 0.675
H 0.002642 -3.782374 -4.027725 -0.18 -0.16 0.37 0.021
H 1.774312 -3.263557 2.449114 0.12 -0.02 -0.03 0.018
H 0.152000 -3.093122 1.743182 0.13 0.00 0.02 0.001
C 1.408779 4.646312 2.832415 0.23 0.05 0.54 0.229
C -3.026472 -0.065246 -1.366148 0.30 -0.12 0.19 0.010
H -2.974246 -6.826988 -4.620075 0.14 0.29 0.30 0.004
C 2.538977 3.819901 2.815745 1.13 -0.94 -0.75 0.011
C -1.466253 2.294138 -2.006958 0.64 0.10 0.45 0.033
H 2.115322 -3.960873 -6.270157 -0.08 0.13 0.97 0.000
H 3.671878 -1.226645 2.268446 -0.26 -0.04 -0.22 0.024
C 3.054031 -0.556886 1.650474 -0.37 0.67 -0.44 0.039
C 2.232724 -3.865846 -5.167491 0.26 0.09 -0.15 0.002
C -2.512695 -6.079320 -3.967430 -0.41 -0.38 0.58 0.021
H -2.593153 -0.084354 3.183064 0.14 -0.16 -0.32 0.002
P -0.882621 0.608261 1.581558 -0.74 0.61 1.23 0.223
C -2.350135 -4.958119 -1.830001 -0.90 -0.33 0.68 0.245
H -3.382856 0.465552 -0.474156 0.09 -0.08 -0.27 -0.004
H 0.715508 -1.938204 2.965798 0.09 -0.05 -0.12 -0.003
C -2.158286 -0.524792 2.271034 0.12 -0.03 -0.14 0.028
H -2.558527 2.211318 0.731244 0.07 0.07 0.21 0.006
```
Forces are in eV/Å.

Its spin multiplicity is 5. As for the total charge: +4. The value obtained for the HOMO energy (alpha / beta) is -18.5618 / -18.8799 eV. The frontier orbital gap (alpha / beta) is 7.73 / 3.26 eV. The value obtained for the relative energy (zero: lowest compared OMol25 entry of this formula, charge and spin) is 209.4 kJ/mol.


No. 3
The following is a DFT calculation (ωB97M-V with the def2-TZVPD basis set) of a structure of composition C23H44NP3SSc in a non-equilibrium geometry.

Structure (XYZ):
```
73
Properties=species:S:1:pos:R:3:forces:R:3:lowdin_charge:R:1
C 2.048969 0.749296 3.190485 -0.16 -0.44 -0.09 -0.249
N -0.715778 -1.185505 1.804647 -0.29 -0.93 0.63 -0.084
C 1.728745 -2.485594 -0.061835 -0.14 -0.42 -0.43 -0.123
H 0.075263 1.908675 -4.009749 -0.05 0.02 -0.04 0.055
H -3.393906 -1.446840 3.872646 0.17 -0.11 -0.17 0.145
C -1.789353 2.042373 2.490100 0.22 -0.42 0.26 -0.227
H -2.113268 -1.509371 6.532937 0.01 0.06 -0.36 0.112
H -3.300508 1.490790 -0.929743 -0.08 0.03 0.06 0.050
H 1.769831 3.620924 0.886059 -0.02 -0.10 0.25 0.016
H -0.597240 -2.059108 -1.144392 -0.68 -0.21 -2.29 -0.084
H -0.829519 -2.703516 6.413208 -0.06 0.02 -0.04 0.094
P 1.747776 1.196128 1.425169 0.87 0.13 0.98 0.759
H -2.610449 2.757457 2.638828 0.23 -0.16 -0.20 0.078
H 0.230968 -3.618493 1.024126 0.88 -0.32 -0.39 0.093
Sc 0.043584 -0.465559 -0.213008 0.72 3.22 2.07 0.505
C 3.421350 0.943485 0.735866 0.00 0.03 -0.10 -0.243
C 0.727374 -3.400788 0.063317 0.22 0.47 -0.10 0.004
H -1.262063 2.096869 -2.876742 -0.10 -0.09 -0.01 0.029
H -2.467979 -3.114251 5.914489 -0.01 0.07 -0.07 0.109
H 1.794517 3.984708 -2.628812 -0.03 -0.33 0.34 0.081
H 2.603569 3.618187 -1.082911 -0.24 0.08 -0.05 0.050
H 3.585405 -0.136952 0.639066 0.18 0.21 0.02 0.042
C -2.004329 -1.196931 2.260310 0.29 0.14 0.23 -0.123
H 2.787781 1.440216 3.623300 -0.24 -0.27 -0.20 0.073
H 3.260666 1.751152 -2.415364 -0.19 -0.19 -0.13 0.056
H 2.081331 -2.074363 -1.029942 -0.01 -0.93 0.26 0.071
H 0.741087 -2.204690 4.694545 -0.12 -0.04 -0.19 0.142
H -1.381003 3.722963 -0.827883 -0.07 -0.02 0.03 0.040
H 2.425907 -0.276312 3.263641 0.00 0.29 0.18 0.045
S -0.573376 -1.280479 -2.421218 -0.53 -2.23 -0.11 0.830
H 3.515187 1.393717 -0.259605 0.08 -0.09 0.31 0.020
H -0.639211 -4.218821 -7.371334 -0.21 -0.10 0.59 0.136
C -0.234245 2.388732 -3.081550 -0.44 -0.51 0.00 -0.254
H 1.104770 0.824624 3.746512 0.30 -0.02 -0.03 0.054
H -3.704241 0.685739 0.588892 -0.03 0.09 -0.06 0.036
C 1.638579 3.614717 -1.602392 0.10 0.14 0.74 -0.252
C -1.388016 3.566480 0.252402 0.59 0.14 -0.38 -0.249
C -0.743103 -3.854909 -6.341255 0.01 0.52 0.24 -0.019
C 0.201857 -4.208934 -5.365268 -0.27 0.50 0.44 -0.028
C 0.214382 -1.612681 2.706672 -0.34 0.08 0.17 -0.177
H 4.172008 1.371093 1.413666 -0.11 -0.13 -0.24 0.078
H -2.610152 -1.674610 -4.503070 0.35 -0.01 -0.17 0.115
C -1.776685 -2.332181 -4.760981 -0.30 0.66 0.35 -0.092
H -0.227152 3.469288 -3.231311 0.06 -0.13 0.04 0.059
C -3.252990 1.582313 0.159101 -0.11 -0.39 -0.29 -0.250
H 0.933479 4.288267 -1.099630 0.29 -0.09 -0.15 0.041
H -2.574429 -2.761579 -6.749243 0.35 -0.01 0.55 0.135
H -2.057563 1.109742 2.992509 0.02 0.21 -0.06 0.026
H -0.899010 2.435685 2.988385 -0.14 -0.04 -0.09 0.034
C -0.722341 -2.522328 -3.832804 -0.31 -0.67 -0.91 -0.450
H 0.920656 -3.876612 -3.342001 -0.06 0.29 -0.45 0.107
H 1.241544 -1.722419 2.349565 -0.48 0.20 0.17 0.080
H 0.956615 -4.970928 -5.618849 -0.40 0.49 0.45 0.134
H -2.773243 -0.904093 1.539942 0.26 -0.12 0.33 0.105
H -0.491597 4.030398 0.664847 -0.06 -0.08 -0.03 0.029
H 0.805362 3.266409 2.335600 0.32 -0.05 -0.12 0.034
C -1.385171 -1.918316 4.502146 -0.13 0.39 0.08 -0.205
H 2.406463 -2.289147 0.760282 -0.39 0.49 0.35 0.071
C -1.785434 -2.968753 -6.013274 0.62 -0.18 0.37 -0.028
H 0.355197 -3.981246 -0.792561 -0.19 0.64 0.15 0.091
H 2.578972 3.256825 2.430173 -0.20 -0.23 -0.28 0.078
H 2.170086 1.151991 -3.688392 0.14 -0.04 0.16 0.063
C -2.348781 -1.514474 3.573194 -0.33 -0.01 -0.61 0.018
P 0.926727 1.907312 -1.724905 0.44 0.50 -1.28 0.751
C -1.717919 -2.319776 5.910210 0.18 -0.18 0.06 0.000
H -2.251033 4.101984 0.667838 0.12 -0.33 -0.06 0.076
C 0.201961 -3.556324 -4.105129 0.51 0.00 0.06 -0.079
P -1.507428 1.781189 0.683664 -1.42 0.77 0.61 0.761
H -3.849715 2.450410 0.461522 0.18 -0.18 -0.01 0.071
H 2.555014 0.128582 -2.284956 0.04 0.08 -0.14 0.020
C 2.360019 1.156076 -2.610160 0.05 -0.23 -0.14 -0.266
C -0.075402 -1.925529 4.031244 0.51 -0.16 -0.55 0.019
C 1.720665 3.007606 1.789167 -0.37 0.25 -0.53 -0.235
```
Forces are in eV/Å.

Its spin multiplicity is 1. As for the total charge: +3. The value obtained for the HOMO energy is -17.1556 eV. The frontier orbital gap is 6.69 eV. The value obtained for the relative energy (zero: lowest compared OMol25 entry of this formula, charge and spin) is 12.7 kJ/mol.